Record 1
DFT (ωB97M-V with the def2-TZVPD basis set) results for a molecular structure, C21H21IrN7O6S2 in a non-equilibrium geometry.

Cartesian coordinates (Å):
Ir (1.082580, -0.011168, 1.411328)
C (2.300811, -3.448525, -0.909185)
C (1.465230, -3.071435, 0.303087)
C (0.589541, -4.143805, 0.907245)
O (0.730695, -1.839372, 0.082081)
C (2.536994, -2.641870, 1.353844)
O (3.106111, -3.485121, 2.017381)
O (2.734980, -1.366603, 1.386854)
H (1.675057, -3.777134, -1.745969)
H (2.968709, -4.266605, -0.651538)
H (2.883657, -2.589439, -1.239443)
H (-0.154424, -4.513068, 0.194017)
H (0.055520, -3.752041, 1.775643)
H (1.207612, -4.980232, 1.218625)
H (-0.168343, -2.054290, -0.207662)
N (0.191088, 2.787746, 4.276828)
C (0.085124, 3.720053, 3.266791)
C (0.448931, 3.083162, 2.122909)
N (0.781979, 1.783019, 2.424954)
C (0.616653, 1.636934, 3.730171)
C (0.952550, 0.351203, 4.277233)
N (1.160698, -0.624145, 3.406337)
C (1.607077, -1.710518, 4.112797)
C (1.641616, -1.374974, 5.433640)
N (1.227567, -0.068425, 5.523381)
H (-0.020506, 2.957122, 5.247049)
H (-0.237842, 4.728536, 3.452657)
H (0.579357, 3.483033, 1.133159)
H (1.888154, -2.639258, 3.645654)
H (1.926652, -1.947784, 6.297509)
H (1.200885, 0.477757, 6.368616)
O (0.820937, 1.018711, -0.536972)
C (0.079907, 0.427923, -1.322046)
N (-1.179600, -0.046882, -0.994489)
S (-1.803493, -1.133160, -2.208318)
O (-3.156315, -0.797313, -2.474657)
O (-1.432579, -2.432686, -1.757157)
C (-0.636295, -0.550513, -3.387848)
C (-0.613475, -0.783642, -4.741705)
C (0.484843, -0.290682, -5.449517)
C (1.520203, 0.376063, -4.803991)
C (1.475695, 0.614115, -3.434760)
C (0.366859, 0.167748, -2.735498)
H (-1.402537, -1.335825, -5.234064)
H (0.532713, -0.447101, -6.518605)
H (2.371257, 0.715639, -5.378102)
H (2.276374, 1.131458, -2.922983)
S (-2.161725, 0.603694, 0.211686)
C (-2.958445, 1.869864, -0.768367)
N (-2.196014, 2.900112, -1.212181)
C (-2.723242, 3.898920, -1.939376)
C (-4.062685, 3.864681, -2.238761)
C (-4.791570, 2.781777, -1.757484)
N (-4.232101, 1.807356, -1.031232)
H (-1.212533, 2.913412, -0.955116)
H (-2.055453, 4.691499, -2.248819)
H (-4.524682, 4.652872, -2.814498)
H (-5.850754, 2.679197, -1.961134)

Cartesian forces (eV/Å) of the 3 atoms listed first:
-0.1 0.2 1.4
-0.8 -0.1 -0.6
1.5 0.2 1.2

Computed properties:
2S+1 = 2
Energy above the lowest of the compared OMol25 structures with the same formula, charge and spin = 73.5 kcal per mole
Expectation value of S² = 0.75
Largest force on an atom = 1.92 eV Å⁻¹
E_tot = -69327.1422 eV
Net charge = +2

=====

Record 2
DFT (ωB97M-V with the def2-TZVPD basis set) results for a molecular structure, C21H21MnN7O2S8.

Cartesian coordinates (Å):
Mn (-0.552209, -0.909953, -0.227308)
S (4.239526, -4.959656, 2.852853)
C (3.213777, -4.191148, 1.809497)
S (3.579978, -2.705682, 1.019544)
C (2.076830, -2.493165, 0.161716)
C (1.159539, -3.469888, 0.329464)
S (-0.447275, -3.524832, -0.384156)
S (1.647676, -4.769319, 1.392478)
S (1.833937, -1.011580, -0.758529)
N (-0.529705, -2.386410, -3.458007)
C (-1.626208, -1.647378, -3.226207)
N (-1.887371, -1.078863, -2.069958)
C (-3.058868, -0.350394, -2.132672)
C (-3.697719, -0.359273, -3.319974)
S (-2.812601, -1.324292, -4.447269)
C (-3.445307, 0.364183, -0.908165)
C (-4.497969, 1.190812, -0.739047)
S (-4.464499, 1.856773, 0.848814)
C (-3.012457, 0.982554, 1.169442)
N (-2.604120, 0.225399, 0.183860)
N (-2.400197, 1.078792, 2.373339)
H (-0.088912, -2.772257, -2.614978)
H (-0.501754, -2.957891, -4.284658)
H (-4.612816, 0.131445, -3.598051)
H (-5.263051, 1.462123, -1.443733)
H (-2.573015, 1.893861, 2.934559)
H (-1.485108, 0.660854, 2.452880)
N (-2.612904, -2.604367, 1.924195)
C (-1.536899, -2.117610, 2.586752)
N (-0.626564, -1.361941, 2.042877)
C (0.366593, -1.043395, 2.987280)
C (1.497772, -0.270226, 2.744979)
C (2.381603, -0.050880, 3.786140)
C (2.155380, -0.579549, 5.057675)
C (1.030258, -1.342985, 5.310209)
C (0.145760, -1.563135, 4.264203)
S (-1.328152, -2.487249, 4.274073)
H (-2.464611, -2.712502, 0.925360)
H (-3.063843, -3.402170, 2.343748)
H (1.696487, 0.105727, 1.749717)
H (3.277079, 0.527693, 3.602968)
H (2.868378, -0.403127, 5.850651)
H (0.854309, -1.765475, 6.289805)
O (0.557013, 3.184868, 0.161276)
C (0.635110, 2.225389, -0.742781)
O (-0.102476, 1.262542, -0.753949)
C (1.744638, 2.368831, -1.757198)
N (2.363031, 3.698302, -1.640413)
C (2.018386, 4.432842, -2.873796)
C (1.907411, 3.361030, -3.952389)
C (1.230640, 2.207670, -3.208650)
H (2.454203, 1.576942, -1.500818)
H (3.366949, 3.607229, -1.557447)
H (1.306852, 3.791892, -0.069733)
H (2.761592, 5.202813, -3.072510)
H (1.055487, 4.930720, -2.730395)
H (2.904742, 3.066428, -4.286164)
H (1.343898, 3.689305, -4.825319)
H (1.477598, 1.225999, -3.605937)
H (0.144180, 2.303574, -3.240144)

Cartesian forces (eV/Å) of the 3 atoms listed first:
-0.2 -0.4 0.0
-0.1 0.1 -0.1
0.1 0.0 0.1

Computed properties:
2S+1 = 6
Energy above the lowest of the compared OMol25 structures with the same formula, charge and spin = 0.0 kcal per mole
Expectation value of S² = 8.76
Largest force on an atom = 0.66 eV Å⁻¹
E_tot = -154651.2220 eV
Net charge = 0